(1)
This record from the OMol25 dataset describes a structure of composition C22H34InO36S8 at a distorted geometry. The level of theory is ωB97M-V/def2-TZVPD.

Geometry as XYZ:
```
101
Properties=species:S:1:pos:R:3:forces:R:3:lowdin_charge:R:1
S 10.374 15.812 6.161 0.6 1.9 2.4 0.653
C 9.825 17.671 7.840 -1.8 0.6 0.3 -0.151
C -1.335 15.508 3.021 -0.8 0.4 -0.3 -0.173
H 10.378 19.503 2.114 -0.2 -0.6 -0.4 0.138
S 0.617 13.940 2.609 -0.3 0.6 -0.5 0.673
H 10.744 18.293 3.429 0.2 0.1 -0.2 0.125
S 10.893 14.533 -3.510 -0.2 -0.9 1.0 0.668
O 1.455 13.281 3.582 -1.1 1.1 -0.6 -0.281
H 4.684 16.886 2.788 0.0 -0.6 0.2 0.110
O 3.509 10.424 -1.223 0.9 -1.7 -0.1 -0.172
O 6.583 16.092 0.103 1.5 -0.3 0.8 0.169
C 6.671 15.309 1.054 -1.2 1.4 -2.5 -0.308
In 4.071 11.474 4.930 0.0 0.6 -0.2 1.135
H -1.576 13.913 4.368 -0.8 -0.1 0.1 0.140
C 5.298 13.784 2.517 1.1 -0.8 -0.7 -0.312
O 4.366 18.168 -0.879 0.2 1.5 0.6 -0.188
O 1.128 14.056 1.261 -0.6 -0.2 1.4 -0.249
H 9.346 18.640 7.688 0.5 0.2 -0.4 0.134
O 4.995 11.509 0.227 0.0 -0.9 -0.1 -0.212
C 4.507 17.341 3.766 -0.5 1.0 -0.3 -0.141
C 4.343 12.449 -0.612 -0.6 2.6 0.9 -0.204
H 2.864 16.867 -1.534 0.1 0.6 -0.3 0.141
O 9.335 14.090 -3.397 0.4 0.2 -1.4 -0.191
O 11.580 16.814 6.574 0.2 -0.5 -1.8 -0.207
H 2.671 12.091 -2.080 0.0 0.0 0.3 0.144
H 4.485 14.888 0.923 0.3 0.4 -0.5 0.124
O 4.271 13.190 2.739 -0.7 -0.1 0.3 -0.002
H 3.606 16.529 -0.029 -0.3 0.1 0.4 0.094
H 8.265 15.174 -2.040 0.1 0.0 0.1 0.120
S 12.716 11.392 1.029 1.5 0.9 -0.6 0.644
H 4.376 11.797 -2.576 -0.5 -0.7 -0.4 0.131
S 8.654 20.935 3.872 0.1 0.1 -1.0 0.639
O 2.892 19.211 0.767 1.4 0.0 0.5 -0.204
O 13.438 12.869 1.109 0.4 -0.9 -1.6 -0.183
O 8.720 21.854 2.765 -0.2 -1.1 1.1 -0.219
O 13.667 10.346 1.206 -0.6 0.7 0.1 -0.200
O 3.737 14.369 5.439 -0.6 0.7 -0.3 -0.335
C 8.823 14.234 -2.092 -0.2 0.9 0.2 -0.173
C 7.876 14.942 1.839 2.0 1.2 -0.2 -0.315
O 5.411 19.550 1.001 -0.9 -0.5 -0.3 -0.221
O 11.890 11.398 -0.137 -0.1 0.1 1.0 -0.217
O 11.584 13.732 -4.455 -0.6 0.0 0.5 -0.194
O 2.501 16.419 4.479 0.1 -1.7 0.8 -0.210
O 10.326 15.726 4.734 -0.5 0.4 0.4 -0.252
C 3.641 11.723 -1.769 1.4 0.6 0.5 -0.150
C 10.051 19.033 3.039 -0.1 0.8 0.6 -0.121
S 3.536 15.784 5.560 0.6 2.0 0.4 0.677
O 4.736 9.014 0.456 -0.3 0.5 -0.3 -0.195
C 5.449 14.695 1.376 -0.9 -1.8 2.9 0.198
H 1.535 18.680 -0.672 0.0 0.1 0.0 0.136
O 9.260 16.835 6.815 0.5 -1.5 -1.6 -0.215
O 8.253 21.385 5.162 0.2 -0.4 -0.5 -0.221
C 2.178 18.200 0.070 -0.1 0.1 -1.4 -0.170
O 4.179 20.630 -0.868 0.2 -0.7 0.9 -0.201
H -1.680 16.229 3.760 0.2 -0.1 0.1 0.143
H 3.699 13.057 0.038 -0.7 -0.8 0.0 0.102
O 6.376 12.943 4.461 0.0 -0.7 -0.3 0.009
O 10.420 14.602 6.922 -0.1 0.6 -0.5 -0.216
C 3.024 17.660 3.983 0.2 0.5 1.0 -0.124
H -2.814 13.882 3.019 0.1 -0.2 -0.1 0.147
C 7.759 14.079 2.951 -0.5 -0.8 0.5 0.246
H 5.155 18.214 3.812 -0.1 0.1 0.1 0.136
H 8.678 13.938 3.510 0.0 -0.2 0.1 0.144
S 4.924 10.041 -0.503 0.5 1.3 -0.6 0.679
H 9.375 17.350 8.781 0.6 -0.4 0.2 0.134
H 2.927 18.397 4.786 0.1 0.0 0.0 0.142
C 12.992 13.666 2.163 -0.9 0.6 0.7 -0.181
H 1.528 17.583 0.688 0.3 0.2 0.5 0.125
H 10.790 13.310 1.953 0.3 0.0 -0.4 0.101
O 0.085 15.443 3.072 1.3 -1.4 -0.1 -0.209
C 8.623 18.499 3.126 0.3 0.4 0.5 -0.162
O 11.035 15.951 -3.581 -0.4 -0.5 0.6 -0.214
H 8.307 18.034 2.196 -0.2 0.0 0.1 0.122
H 2.356 17.997 3.196 0.5 -0.3 -0.5 0.129
H 5.026 13.249 -0.924 0.5 -0.7 -0.6 0.122
C 11.337 17.617 7.735 -0.3 -1.8 0.7 -0.127
O 8.980 15.444 1.646 -0.8 0.0 -0.6 0.145
H 12.805 14.718 1.927 0.2 -0.2 -0.7 0.135
H 11.735 16.976 8.521 0.1 0.7 0.5 0.134
O 6.031 10.030 -1.421 -1.4 -0.3 0.5 -0.209
H 8.104 13.437 -1.901 0.4 -0.3 -0.1 0.124
C -1.793 14.100 3.310 0.7 0.6 1.4 -0.150
O 3.306 16.367 6.857 0.1 -0.9 -1.6 -0.197
S 4.352 19.543 0.043 -1.1 -0.2 -1.5 0.697
H 8.538 17.880 4.021 0.2 -0.6 -0.4 0.117
H 9.914 13.598 -0.314 0.6 -0.6 -0.4 0.105
C 11.655 13.017 2.547 0.7 0.4 1.1 -0.163
C 10.062 14.253 -1.171 -0.2 0.9 0.4 -0.194
O 10.035 20.135 3.986 -0.2 0.1 0.6 -0.208
O -0.848 13.291 2.626 1.1 -0.7 -1.2 -0.183
H 13.770 13.672 2.933 -0.4 -0.3 0.3 0.138
H 10.291 15.232 -0.744 -0.5 0.2 -0.1 0.121
O 7.786 19.611 3.462 0.0 1.2 -0.3 -0.220
O 11.962 11.633 2.396 -1.2 -0.8 0.3 -0.186
H 11.819 18.587 7.703 0.1 -0.1 -0.5 0.141
C 3.235 17.363 -0.637 0.2 -1.3 0.6 -0.190
H 11.419 13.238 3.588 0.0 -0.4 0.0 0.125
H -1.682 15.861 2.045 0.3 -0.1 -0.1 0.137
O 11.166 13.943 -1.998 0.6 0.0 -0.9 -0.189
O 4.830 16.519 4.889 -0.1 -0.9 0.1 -0.190
C 6.526 13.477 3.375 -0.6 1.3 0.5 -0.293
```
Positions in Å, forces in eV/Å.

The value obtained for the highest occupied orbital energy is -12.71 eV. For the total energy, the calculation gives -188910.694 eV. Its total charge is +1. The value obtained for the LUMO energy is -8.30 eV. The frontier orbital gap is 4.401 eV. For the relative energy (zero: lowest compared OMol25 entry of this formula, charge and spin), the calculation gives 18.4 kJ/mol.

(2)
This record from the OMol25 dataset describes a structure of composition C13H27ClIN2OP2Ti at a distorted geometry. The level of theory is ωB97M-V/def2-TZVPD.

Geometry as XYZ:
```
48
Properties=species:S:1:pos:R:3:forces:R:3:lowdin_charge:R:1
C -0.284 -2.905 1.132 0.3 0.3 0.1 -0.200
H 5.654 -2.135 3.122 -0.1 0.0 0.1 0.149
H -0.231 -2.241 2.003 -0.2 -0.2 -0.3 -0.007
I -2.040 -0.047 1.977 1.3 1.0 1.3 0.293
C -1.453 -3.821 -1.178 0.0 0.2 -0.5 -0.182
H 0.715 -2.957 0.669 -0.5 -0.1 0.0 0.036
H 1.422 1.137 2.572 1.0 -0.1 0.4 0.099
C 1.321 3.034 -1.850 -0.3 -0.8 0.0 -0.219
H 3.776 3.240 -0.231 0.3 0.1 -0.3 0.063
H 1.570 4.085 -1.990 0.3 0.0 -0.1 0.100
H -3.479 -3.617 0.578 0.0 0.1 -0.3 0.080
C 3.173 0.061 2.284 -1.2 1.5 0.3 -0.308
C 4.219 -2.357 1.524 -0.8 -0.1 -1.7 -0.005
C -3.234 -2.549 0.618 -0.1 -0.1 0.6 -0.265
H -3.232 -2.215 1.673 -0.2 -0.4 -0.8 -0.046
H 2.690 -2.190 -0.069 0.7 0.1 0.3 0.113
H -1.603 -4.714 -0.549 -0.1 0.4 -0.2 0.084
H -2.226 -3.790 -1.965 0.3 -0.2 0.3 0.081
Ti 2.122 0.388 -0.760 -6.5 -2.2 2.1 1.202
Cl -2.467 0.449 -0.986 0.9 -1.3 -0.8 0.673
H 0.469 4.838 0.329 0.3 -0.7 -0.1 0.101
H -0.586 -3.928 1.437 0.1 0.5 -0.2 0.091
P -1.563 -2.367 -0.069 -0.5 -2.6 2.6 0.735
H 3.280 2.998 1.414 -0.2 0.2 0.1 0.037
H 0.134 3.729 1.690 0.1 -0.1 -0.3 0.080
C 4.230 -0.508 3.019 0.2 0.0 -0.1 0.046
H 2.002 2.404 -2.428 0.3 0.1 -0.6 0.048
N 2.826 -0.416 1.057 -0.1 -0.6 -0.5 -0.052
H -0.343 -1.888 -2.894 -0.7 0.0 0.8 0.106
H -0.458 -3.902 -1.630 -0.3 0.0 0.0 0.068
O 0.383 -0.223 -0.833 5.6 1.6 0.0 -0.421
C 4.803 -1.699 2.611 -0.4 0.8 0.1 0.034
C 2.967 3.432 0.464 0.4 -0.9 0.1 -0.213
C 0.199 3.795 0.593 -1.3 -0.5 0.8 -0.182
N 2.445 1.164 2.762 0.4 -1.4 -0.6 0.145
H -3.950 -1.950 0.045 0.1 -0.2 0.1 0.070
H 4.564 -3.338 1.206 -0.2 0.1 0.2 0.140
H 2.835 4.504 0.561 -0.1 0.1 0.0 0.082
H 0.312 2.838 -2.208 -0.1 0.0 -0.1 0.076
H -1.195 -0.399 -3.224 0.1 0.1 0.6 0.092
C 3.250 -1.715 0.759 0.4 0.2 0.4 -0.115
C -1.404 -0.921 -1.090 -0.4 2.2 -3.0 -0.828
P 1.421 2.642 -0.088 0.7 2.1 0.3 0.808
H 2.698 1.404 3.720 -0.4 0.1 -0.3 0.133
H 4.568 0.049 3.890 0.0 -0.3 0.0 0.146
H -2.173 -1.723 -2.873 0.2 -0.4 0.1 0.113
C -1.214 -1.281 -2.569 0.3 0.9 -0.7 -0.151
H -0.800 3.574 0.196 0.2 0.0 0.1 0.070
```
Positions in Å, forces in eV/Å.

The value obtained for the highest occupied orbital energy (alpha / beta) is -15.82 / -15.71 eV. For the total energy, the calculation gives -81231.468 eV. Its total charge is +3. The value obtained for the LUMO energy (alpha / beta) is -12.40 / -12.47 eV. The frontier orbital gap (alpha / beta) is 3.419 / 3.242 eV.